(1)
ORCA calculation (ωB97M-V with the def2-TZVPD basis set) on one molecule with the formula C4H5NO.

Its SMILES is O=C1C=CCN1. The HOMO energy is -9.710 eV. The maximum force is 1.48 eV Å⁻¹. As for the energy above the lowest of the compared OMol25 structures with the same formula, charge and spin: 51.9 kJ/mol. The gap between HOMO and LUMO comes out at 10.599 eV.

Each line ends with the Löwdin charge.
Atoms and positions in Å:
O 2.274475 -1.037482 -0.006327  0.05
C 1.185701 -0.506948 0.070071  -0.51
N -0.030425 -1.152886 0.028147  0.05
C -1.147144 -0.250935 -0.169220  -0.15
C -0.405779 1.155254 -0.101639  -0.02
C 0.877951 0.935559 0.188151  -0.01
H -0.013836 -2.096589 -0.332681  0.15
H -1.831302 -0.158726 0.675145  0.10
H -1.798764 -0.714462 -0.942468  0.12
H -0.807882 2.169462 0.029491  0.11
H 1.646955 1.631638 0.511073  0.12

Cartesian forces (eV/Å) of the 6 atoms listed first:
O -0.2 0.0 0.1
C 0.2 -0.2 0.0
N 0.2 0.0 0.1
C 0.3 0.7 0.2
C -0.1 -0.6 0.1
C -0.1 -0.1 -0.1

---

(2)
ORCA calculation (ωB97M-V with the def2-TZVPD basis set) on an isolated ion of composition C4H13N4 and charge +1.

The HOMO energy (spin up / spin down) is -9.675 / -13.920 eV. As for the spin multiplicity: 3. The maximum force is 8.01 eV Å⁻¹. Its charge is +1. As for the expectation value of S²: 2.01. As for the energy above the lowest of the compared OMol25 structures with the same formula, charge and spin: 185.0 kJ/mol. The gap between HOMO and LUMO (spin up / spin down) comes out at 6.896 / 5.900 eV.

Each line ends with the Mulliken spin population.
Atoms and positions in Å:
C 1.515711 -0.099011 -0.081597  0.63
C 2.760560 -0.751547 0.342042  -0.02
C -1.619199 -0.229834 -1.287076  0.09
C -1.068686 0.135395 0.378229  -0.09
N 1.559295 0.870378 -0.986375  0.58
N -1.055581 1.539939 0.801509  0.02
N -1.833108 -0.605171 1.371856  0.02
N 0.370679 -0.488550 0.411306  0.75
H 2.974664 -1.834226 -0.079065  0.06
H 3.593095 -0.246763 -0.271996  0.01
H 2.933235 -0.703671 1.432567  0.03
H -2.712209 0.269837 -1.472466  0.01
H -1.752616 -1.255235 -1.445605  0.00
H -0.939299 0.099076 -2.031914  0.00
H 2.361090 1.357816 -1.389419  -0.03
H 0.825654 1.455086 -1.321540  -0.03
H -1.926223 1.883314 0.518189  0.00
H -0.926508 1.710752 1.754016  0.00
H -1.658759 -1.570780 1.190144  0.00
H -2.813882 -0.458595 1.476298  0.00
H 0.363467 -1.375067 0.922532  -0.04

Cartesian forces (eV/Å) of the 6 atoms listed first:
C 5.4 -0.3 0.1
C 2.2 -1.0 -1.8
C -2.2 3.3 2.4
C -0.2 -0.3 0.0
N 0.0 3.6 -3.4
N 1.2 -1.5 -3.7

---

(3)
ORCA calculation (ωB97M-V with the def2-TZVPD basis set) on one molecule with the formula C5H12IP.

Its SMILES is CP(I)C(C)(C)C. The HOMO energy is -9.035 eV. The maximum force is 3.03 eV Å⁻¹. As for the energy above the lowest of the compared OMol25 structures with the same formula, charge and spin: 45.9 kJ/mol. The gap between HOMO and LUMO comes out at 8.354 eV.

Each line ends with the Löwdin charge.
Atoms and positions in Å:
C -1.266053 -0.170044 0.667126  -0.13
C 0.485513 1.816637 1.039874  -0.16
C 0.110472 0.672414 -1.227658  -0.11
C 1.327487 -2.147211 -0.232761  -0.44
C 0.165639 0.471989 0.313010  -0.81
P 1.271520 -0.817055 1.023807  0.79
I 3.642528 0.142311 -0.111051  0.25
H -1.367814 -0.187513 1.828551  0.10
H -2.110117 0.112237 0.008371  0.08
H -1.236732 -1.291957 0.452354  0.06
H -0.140188 2.695605 0.821325  0.07
H 1.525201 2.077915 0.972892  0.00
H 0.336134 1.891866 2.206402  0.11
H 1.100903 0.583253 -1.601602  0.01
H -0.455323 -0.152049 -1.579661  0.06
H -0.410058 1.526576 -1.552042  0.07
H 2.173860 -2.762784 0.094901  0.01
H 1.574266 -1.520444 -1.191682  0.01
H 0.368658 -2.630580 -0.471359  0.04

Cartesian forces (eV/Å) of the 6 atoms listed first:
C 1.2 -1.7 1.8
C -1.1 0.3 2.8
C 0.8 -1.5 1.8
C 0.0 1.9 -2.1
C -2.0 0.9 -0.2
P 1.7 0.8 -0.6

---

(4)
ORCA calculation (ωB97M-V with the def2-TZVPD basis set) on a 11-piece molecular cluster, C4H28NO13 overall.

The HOMO energy is -6.749 eV. The maximum force is 2.26 eV Å⁻¹. Its charge is -1. As for the energy above the lowest of the compared OMol25 structures with the same formula, charge and spin: 274.3 kJ/mol. The gap between HOMO and LUMO comes out at 9.273 eV.

Each line ends with the Löwdin charge.
Atoms and positions in Å:
C 0.294151 2.618953 0.859642  -0.22
O 0.389094 2.407161 2.265535  -0.05
C -0.708502 1.612545 0.273900  -0.35
C 0.153440 0.348889 -0.058749  -0.05
C -0.759251 -0.796840 -0.516519  -0.60
O -1.622590 -0.601890 -1.406176  -0.04
O -0.527833 -1.964660 -0.053986  -0.09
N -1.360924 2.202481 -0.883118  0.06
H -0.098970 3.639086 0.763994  0.12
H 1.252092 2.607784 0.338507  0.10
H -1.468438 1.293929 0.986271  0.13
H 0.537993 0.030161 0.913564  0.10
H 0.988060 0.566272 -0.716660  0.09
H -4.584789 -0.410478 -0.921880  0.04
H -1.718617 1.508982 -1.530967  0.06
H -0.732524 2.813399 -1.391861  0.07
H 0.264989 -2.813953 1.845173  0.03
H 0.861750 -1.609763 1.608149  -0.02
O 0.967225 -2.301091 2.282096  -0.08
H 1.255424 2.049807 2.482960  0.09
H 4.258890 -0.215170 1.536187  0.00
O 4.254692 -1.079078 1.954371  -0.06
H 2.129765 -1.581627 -2.093531  0.04
H 1.039818 -1.198916 -3.134190  0.07
O 1.882512 -0.921045 -2.764797  -0.05
H 0.518474 -2.782336 -1.201622  0.00
H 1.933350 -2.889396 -0.831253  0.04
O 1.337098 -3.243080 -1.505187  -0.08
H 3.231048 1.800523 -0.935842  -0.02
H 4.341653 2.462756 -0.220707  0.03
O 3.747357 1.712709 -0.095795  -0.09
H -0.566477 -4.522726 -1.487053  0.01
H -1.464367 -3.349633 -1.302859  0.00
O -1.359373 -4.131515 -1.873344  -0.08
H -2.092509 1.137106 3.282923  0.01
H -2.359632 -0.172871 3.890054  0.03
O -1.997054 0.688387 4.134714  -0.06
H 2.587674 0.618110 -2.754412  0.02
H 1.738890 1.779811 -2.501748  0.04
O 2.685664 1.589359 -2.576131  -0.09
H -3.074632 -0.245564 -0.692210  -0.01
H 3.445718 -1.495745 1.634829  0.01
O -3.948723 0.151477 -0.471785  -0.08
H -4.536068 1.717394 1.015235  0.01
H -3.507133 2.382462 0.183631  -0.02
O -4.357951 2.568719 0.603611  -0.10

Cartesian forces (eV/Å) of the 6 atoms listed first:
C -1.5 0.7 0.8
O 0.6 -0.1 0.0
C 1.7 -0.4 -1.4
C -1.8 -0.1 1.3
C 0.6 -1.2 -1.2
O 0.4 0.4 0.4